67
Properties=species:S:1:pos:R:3:nbo_charge:R:1 method="wB97M-V/def2-TZVPD" relative_energy_ev=1.108 total_charge=0
Sc 0.332 0.856 0.338 1.5646
N 0.661 1.712 -1.831 -0.8894
C 0.294 0.760 -2.833 0.0476
C 0.192 1.090 -4.173 -0.2484
C -0.130 0.120 -5.118 -0.2255
C -0.332 -1.186 -4.734 -0.2184
C -0.259 -1.557 -3.380 -0.0706
C -0.475 -2.877 -2.933 -0.2827
C -0.426 -3.129 -1.575 -0.2445
C -0.194 -2.085 -0.695 -0.0508
N 0.052 -0.825 -1.071 -0.7167
C 0.035 -0.562 -2.407 0.2221
H 0.477 2.669 -2.139 0.4199
H 1.662 1.644 -1.631 0.4089
H 0.356 2.113 -4.483 0.2049
H -0.203 0.397 -6.160 0.2098
H -0.554 -1.950 -5.463 0.2054
H -0.682 -3.660 -3.645 0.2040
H -0.584 -4.123 -1.184 0.2092
H -0.204 -2.270 0.370 0.1867
S -3.980 -0.888 1.965 0.4336
C -4.190 0.296 0.710 -0.2193
C -5.370 0.819 0.213 -0.2105
C -5.300 1.705 -0.844 -0.1935
C -4.069 2.034 -1.409 -0.1804
C -2.891 1.513 -0.920 -0.2079
C -2.933 0.656 0.182 0.1922
N -1.860 0.071 0.799 -0.5572
C -2.243 -0.782 1.718 0.1070
C -1.355 -1.723 2.369 -0.0535
C -1.698 -3.081 2.329 -0.1819
C -0.795 -4.045 2.721 -0.2130
C 0.462 -3.674 3.182 -0.1871
C 0.770 -2.331 3.317 -0.1878
C -0.119 -1.340 2.921 -0.0211
H -6.315 0.543 0.649 0.2235
H -6.206 2.136 -1.242 0.2211
H -4.037 2.718 -2.244 0.2243
H -1.940 1.733 -1.385 0.2318
H -2.669 -3.358 1.941 0.2263
H -1.063 -5.088 2.660 0.2227
H 1.175 -4.434 3.465 0.2214
H 1.722 -2.045 3.743 0.2219
N 4.528 -0.642 0.410 -0.5383
C 4.036 -1.922 0.339 -0.0972
C 2.682 -1.820 0.434 -0.0795
N 2.299 -0.516 0.553 -0.6202
C 3.445 0.190 0.533 0.2339
C 3.453 1.592 0.636 0.2438
N 2.321 2.296 0.518 -0.6334
C 2.680 3.599 0.684 -0.0742
C 4.019 3.701 0.908 -0.0993
N 4.520 2.422 0.863 -0.5388
H 5.492 -0.374 0.314 0.4115
H 4.677 -2.772 0.235 0.2182
H 1.970 -2.622 0.428 0.2281
H 1.960 4.389 0.634 0.2350
H 4.647 4.547 1.095 0.2196
H 5.468 2.158 1.058 0.4108
Cl -2.825 3.374 1.912 -0.4460
Si -0.815 3.226 1.208 0.7127
Cl 0.075 4.493 2.679 -0.4346
Cl -0.901 4.615 -0.438 -0.4569
C 0.220 0.100 3.174 -0.5979
H 0.761 0.183 4.117 0.2501
H -0.685 0.703 3.244 0.2450
H 0.859 0.508 2.366 0.1587

=====

58
Properties=species:S:1:pos:R:3:mulliken_spin:R:1 method="wB97M-V/def2-TZVPD" total_charge=0 e_tot_ha=-2899.97223 multiplicity=7
C 1.952 1.952 0.563 -0.0091
C 0.656 1.589 0.091 -0.0093
C -0.228 1.574 1.208 -0.0105
H 0.388 1.375 -0.945 0.0002
C 0.521 1.918 2.372 -0.0187
C 1.876 2.144 1.975 -0.0008
H 2.705 2.436 2.624 0.0006
H 2.847 2.069 -0.048 0.0005
H -1.298 1.378 1.154 0.0005
H 0.115 2.023 3.380 0.0012
Eu 1.526 -0.587 1.657 6.1504
Cl -0.405 -2.192 2.125 -0.0178
P -2.350 -0.625 -1.504 -0.0004
C -3.755 -0.167 -0.462 -0.0003
C -4.868 0.546 -0.930 0.0000
H -4.946 0.810 -1.986 0.0000
C -5.871 0.924 -0.035 0.0000
H -6.735 1.480 -0.405 0.0000
C -5.771 0.592 1.321 0.0001
H -6.558 0.891 2.013 0.0000
C -4.658 -0.117 1.792 0.0002
H -4.567 -0.381 2.848 0.0000
C -3.653 -0.493 0.910 -0.0001
H -2.771 -1.033 1.269 -0.0008
C -2.450 0.362 -3.015 0.0002
C -2.462 1.769 -2.877 0.0001
H -2.555 2.219 -1.884 0.0001
C -2.306 2.572 -4.004 0.0000
H -2.327 3.656 -3.894 0.0000
C -2.109 1.986 -5.262 0.0000
H -1.975 2.619 -6.138 0.0000
C -2.049 0.593 -5.390 0.0000
H -1.867 0.138 -6.363 0.0000
C -2.202 -0.225 -4.272 0.0001
H -2.102 -1.310 -4.357 0.0000
C -2.601 -2.369 -1.922 -0.0006
C -3.872 -2.940 -2.096 -0.0002
H -4.767 -2.325 -2.000 0.0000
C -3.979 -4.304 -2.379 0.0001
H -4.966 -4.751 -2.514 0.0000
C -2.834 -5.098 -2.492 0.0000
H -2.926 -6.161 -2.718 0.0000
C -1.563 -4.533 -2.298 0.0000
H -0.663 -5.147 -2.378 0.0000
C -1.449 -3.180 -1.994 0.0005
H -0.472 -2.733 -1.799 -0.0001
Te 2.618 -1.522 -1.178 -0.0869
C 4.079 -1.139 0.271 -0.0011
C 4.938 -0.023 0.098 0.0047
C 5.497 0.575 1.230 -0.0009
C 5.188 0.123 2.521 -0.0037
C 4.431 -1.048 2.686 -0.0022
C 4.018 -1.780 1.554 -0.0016
H 5.078 0.373 -0.906 0.0011
H 6.182 1.415 1.111 0.0000
H 5.577 0.664 3.394 0.0001
H 4.176 -1.415 3.687 -0.0013
H 3.542 -2.762 1.652 0.0059

=====

70
Properties=species:S:1:pos:R:3:mulliken_spin:R:1 method="wB97M-V/def2-TZVPD" relative_energy_ev=0.410 total_charge=+2 multiplicity=3
W 0.161 0.106 0.506 1.7460
F 5.044 0.846 -2.190 -0.0002
C 4.609 0.370 -1.048 0.0012
F 5.238 -0.734 -0.720 -0.0002
F 4.732 1.277 -0.091 -0.0005
S 2.777 0.028 -1.227 0.0220
O 2.285 0.100 0.203 0.0235
O 2.189 0.989 -2.092 -0.0021
N 2.710 -1.466 -1.698 0.0028
S 1.433 -2.278 -1.339 0.0142
O 1.109 -3.330 -2.216 -0.0015
O 0.290 -1.351 -1.012 0.0246
C 1.780 -3.037 0.346 0.0095
F 1.237 -4.225 0.422 0.0003
F 1.195 -2.248 1.305 0.0171
F 3.067 -3.083 0.585 0.0005
C 4.417 5.044 0.132 -0.0025
C 4.119 4.708 1.446 0.0007
C 3.032 3.897 1.727 -0.0044
C 2.250 3.421 0.673 0.0033
C 2.535 3.773 -0.650 0.0057
C 3.625 4.585 -0.913 0.0015
P 0.785 2.458 0.963 -0.0283
C 0.858 1.493 2.474 -0.0503
C -0.381 0.926 2.848 0.0786
C -0.420 -0.064 3.850 0.0240
C 0.746 -0.508 4.426 0.0072
C 1.982 0.022 4.017 -0.0036
C 2.049 0.994 3.046 0.0259
C -0.720 3.353 0.717 -0.0256
C -0.931 4.676 1.031 0.0102
C -2.120 5.296 0.611 -0.0118
C -3.022 4.605 -0.158 0.0108
C -2.802 3.257 -0.530 -0.0362
C -3.672 2.551 -1.398 0.0810
C -3.376 1.271 -1.777 -0.0383
C -2.234 0.616 -1.271 0.1030
C -1.370 1.242 -0.392 -0.1376
C -1.642 2.606 -0.058 -0.0079
H 5.269 5.676 -0.078 -0.0001
H 4.729 5.085 2.255 -0.0001
H 2.790 3.654 2.755 -0.0002
H 1.913 3.417 -1.459 0.0035
H 3.854 4.863 -1.933 0.0001
H -1.309 1.390 2.525 -0.0107
H -1.377 -0.450 4.175 0.0041
H 0.717 -1.258 5.205 0.0009
H 2.895 -0.336 4.475 0.0010
H 3.009 1.376 2.724 0.0126
H -0.190 5.243 1.581 0.0005
H -2.304 6.329 0.870 -0.0002
H -3.916 5.100 -0.514 0.0001
H -4.557 3.048 -1.773 0.0023
H -4.023 0.747 -2.467 0.0014
H -2.049 -0.406 -1.583 0.0211
C -4.477 -2.577 0.388 0.0036
C -3.424 -2.836 1.482 0.0114
C -2.826 -4.247 1.344 0.0028
C -4.013 -2.615 2.882 0.0042
C -2.338 -1.878 1.270 0.0624
N -1.488 -1.135 1.063 0.0161
H -5.284 -3.297 0.521 0.0002
H -4.055 -2.714 -0.607 -0.0002
H -4.892 -1.573 0.467 0.0006
H -3.627 -4.969 1.496 0.0004
H -2.056 -4.429 2.094 -0.0005
H -2.407 -4.406 0.351 0.0001
H -4.828 -3.324 3.022 0.0004
H -4.415 -1.609 2.994 -0.0004
H -3.271 -2.797 3.660 -0.0001

=====

64
Properties=species:S:1:pos:R:3:mulliken_spin:R:1 method="wB97M-V/def2-TZVPD" total_charge=+1 e_tot_ha=-2439.99576 multiplicity=6
Ru 0.514 -0.100 -0.829 4.0090
O 2.508 -0.319 0.432 0.1091
S 2.558 -1.797 0.264 -0.0331
O 3.862 -2.335 0.051 0.0101
O 1.549 -2.175 -0.755 0.1097
C 1.913 -2.466 1.807 0.0324
C 2.544 -3.537 2.409 0.0059
C 2.021 -4.067 3.581 -0.0001
C 0.883 -3.510 4.146 0.0024
C 0.259 -2.432 3.543 0.0100
C 0.770 -1.907 2.356 -0.0332
P -0.087 -0.515 1.553 0.2518
C 0.064 0.855 2.713 -0.0069
C -0.939 1.827 2.741 0.0215
C -0.773 2.967 3.503 -0.0097
C 0.398 3.156 4.222 0.0178
C 1.402 2.199 4.186 -0.0072
C 1.242 1.050 3.431 0.0167
C -1.829 -1.027 1.564 -0.0320
C -2.288 -1.614 0.384 0.0254
C -3.600 -2.041 0.287 0.0240
C -4.466 -1.860 1.355 0.0043
C -4.016 -1.266 2.524 0.0004
C -2.699 -0.855 2.635 -0.0001
H 3.437 -3.938 1.957 0.0004
H 2.499 -4.911 4.056 0.0000
H 0.473 -3.918 5.058 0.0004
H -0.624 -1.994 3.984 0.0018
H -1.837 1.684 2.157 0.0041
H -1.549 3.719 3.519 -0.0005
H 0.534 4.057 4.800 0.0009
H 2.320 2.359 4.731 -0.0004
H 2.028 0.311 3.380 0.0033
H -1.593 -1.727 -0.458 -0.0436
H -3.953 -2.508 -0.620 0.0015
H -5.496 -2.175 1.275 0.0005
H -4.695 -1.119 3.351 -0.0001
H -2.357 -0.386 3.546 0.0009
C 3.474 1.606 -3.570 0.0099
C 2.096 1.092 -3.241 -0.0022
O 1.634 1.369 -2.129 0.1063
C 1.353 0.378 -4.275 0.0206
C 1.733 0.487 -5.616 -0.0181
C 1.029 -0.118 -6.639 0.0484
C -0.101 -0.886 -6.341 -0.0205
C -0.520 -1.007 -5.046 0.0556
C 0.166 -0.383 -3.957 0.0196
O -0.333 -0.519 -2.797 0.2072
H 3.960 1.912 -2.647 -0.0004
H 3.387 2.486 -4.209 -0.0007
H 4.082 0.852 -4.065 0.0024
H 2.596 1.078 -5.875 0.0004
H 1.352 -0.002 -7.662 0.0017
H -0.638 -1.382 -7.136 -0.0005
H -1.398 -1.579 -4.783 -0.0002
N -2.387 3.274 -1.538 0.0038
C -1.528 3.937 -0.713 0.0012
C -0.689 2.992 -0.199 0.0135
N -1.043 1.772 -0.692 0.0342
C -2.058 1.971 -1.503 0.0178
H -3.130 3.690 -2.077 0.0003
H -1.583 4.993 -0.555 0.0000
H 0.131 3.105 0.483 -0.0013
H -2.561 1.200 -2.055 0.0038